Record 1
Below is C7H22ClI2LuN2OP2 as an isolated structure in a non-equilibrium geometry, with properties calculated with ωB97M-V/def2-TZVPD.

Last column: natural (NBO) charge in e.
Cartesian coordinates (Å):
H -2.531 0.127 6.527  0.405
P -2.251 -0.021 -1.112  0.610
H -4.253 1.074 -1.606  0.272
C -3.211 1.385 -1.719  -0.923
H -2.981 -2.299 -0.894  0.274
H -2.971 2.239 -1.076  0.273
H -3.744 0.050 0.666  0.268
H 2.832 -1.605 -2.605  0.213
H -2.955 -1.838 -2.643  0.248
Cl -0.134 -0.124 -5.028  -0.566
C -0.947 0.076 5.313  0.785
H 3.032 2.298 -1.194  0.262
C 3.556 0.054 0.617  -0.882
C 3.251 -1.434 -1.606  -0.921
H -2.216 0.886 1.103  0.279
N -1.561 -0.141 6.560  -0.842
H 3.372 -0.804 1.281  0.254
C -2.656 0.023 0.623  -0.917
H -2.243 -0.832 1.143  0.279
H 4.312 1.150 -1.768  0.264
P 2.382 0.012 -0.858  0.664
H 4.330 -1.199 -1.677  0.263
H 0.847 0.066 6.340  0.408
I 0.729 1.307 2.180  0.040
H 2.822 1.445 -2.709  0.216
C 3.239 1.357 -1.706  -0.939
H 1.022 0.265 4.643  0.385
C -3.208 -1.498 -1.621  -0.917
H -1.080 0.095 7.445  0.393
O -1.633 0.135 4.285  -0.702
H 3.372 0.948 1.228  0.253
H 3.058 -2.332 -0.998  0.261
H -4.258 -1.162 -1.535  0.272
H -2.963 1.632 -2.758  0.249
I 0.741 -1.236 2.225  0.049
H 4.621 0.051 0.299  0.258
N 0.413 0.084 5.425  -0.842
Lu -0.130 -0.090 -2.684  2.053

The net charge is +2. As for the total energy: -3437.96862 a.u. The value obtained for the HOMO energy is -14.201 eV.

=====

Record 2
Below is a 6-piece molecular cluster, C7H23O6 overall in a non-equilibrium geometry, with properties calculated with ωB97M-V/def2-TZVPD.

Last column: natural (NBO) charge in e.
Cartesian coordinates (Å):
H -0.692 2.546 -2.468  0.486
C -0.444 -2.792 0.356  -0.046
O 1.252 0.226 -2.134  -1.005
H 0.836 2.393 0.043  0.234
H -0.919 -1.176 1.675  0.243
H -1.674 1.678 -1.579  0.479
H 0.383 3.034 1.513  0.206
H 2.658 -0.732 -0.420  0.240
H 0.564 -2.843 -0.167  0.138
O -1.871 2.652 -1.105  -1.033
H 2.796 0.881 -0.243  0.240
H 0.380 -0.088 -1.819  0.485
C 2.692 -0.015 0.370  -0.666
O -1.686 0.196 -1.653  -1.218
H -2.828 -0.036 -0.342  0.509
H -0.041 0.724 2.426  0.202
H 2.055 2.544 1.408  0.201
C 1.422 -0.140 1.153  0.027
C -0.218 -2.010 1.664  -0.446
C 0.675 0.889 1.611  -0.205
H 0.945 1.163 -2.289  0.487
H -3.552 -1.029 0.541  0.455
H 1.559 -1.508 2.879  0.200
O -3.241 -0.126 0.554  -0.997
H -2.102 -0.147 -2.457  0.456
H -1.689 2.190 -0.270  0.461
O -1.302 -2.213 -0.594  -0.772
H -0.899 1.272 -2.895  0.477
C 1.038 2.258 1.096  -0.661
H 3.519 -0.289 1.011  0.196
H -0.843 -3.811 0.500  0.159
C 1.232 -1.480 1.816  -0.432
H -1.152 -1.245 -0.711  0.512
H 1.931 -2.216 1.353  0.192
O -0.360 2.030 -3.247  -0.996
H -0.422 -2.782 2.422  0.191

The net charge is -1. As for the total energy: -731.94968 a.u. The value obtained for the HOMO energy is -5.784 eV.

=====

Record 3
Below is a 6-piece molecular cluster, C7H24BrO5 overall, with properties calculated with ωB97M-V/def2-TZVPD.

Last column: natural (NBO) charge in e.
Cartesian coordinates (Å):
H -13.272 23.417 10.579  0.157
C -18.737 23.898 14.644  -0.244
H -13.992 25.158 15.353  0.498
O -17.597 23.467 13.949  -0.741
C -17.296 22.966 18.192  -0.644
Br -14.671 22.796 15.511  -0.904
H -18.572 24.845 15.173  0.151
H -12.600 23.698 12.190  0.164
O -13.776 26.100 15.278  -0.749
H -17.882 23.609 17.529  0.205
O -17.619 21.146 16.602  -0.751
H -11.936 25.717 16.185  0.153
C -17.706 21.513 17.967  0.108
C -12.381 26.234 15.326  -0.242
C -10.751 22.739 15.575  -0.241
H -17.468 23.265 19.228  0.192
H -13.246 22.101 11.755  0.160
C -13.392 23.180 11.638  -0.246
H -19.827 21.823 17.743  0.206
H -19.540 24.051 13.919  0.160
H -19.087 23.145 15.364  0.162
H -11.259 22.299 16.439  0.170
H -19.313 21.541 19.423  0.194
H -16.769 21.426 16.226  0.502
H -16.839 23.517 14.552  0.492
H -19.370 20.193 18.279  0.206
H -14.808 23.272 12.945  0.492
O -14.683 23.595 12.041  -0.741
H -11.890 25.860 14.415  0.156
H -9.787 22.238 15.452  0.159
C -19.148 21.258 18.381  -0.616
H -12.398 22.838 14.579  0.497
H -10.530 23.798 15.776  0.147
H -17.043 20.874 18.571  0.141
H -16.249 23.121 17.934  0.241
O -11.485 22.565 14.392  -0.754
H -12.145 27.297 15.405  0.161

The net charge is -1. As for the total energy: -3231.38004 a.u. The value obtained for the HOMO energy is -5.836 eV.

=====

Record 4
Below is C7H24CoN7O5 as an isolated structure in a non-equilibrium geometry, with properties calculated with ωB97M-V/def2-TZVPD.

Last column: natural (NBO) charge in e.
Cartesian coordinates (Å):
C -3.456 -1.662 -0.178  0.808
O -2.675 0.223 3.112  -0.799
H -3.843 -3.286 -1.449  0.415
N -3.997 -2.836 -0.566  -0.797
C 1.116 -0.600 0.076  -0.629
H 5.802 -0.330 -1.924  0.170
H 5.833 -1.691 -3.047  0.202
C 5.199 -0.915 -2.627  -0.246
H -4.808 -3.156 -0.061  0.418
Co -3.823 0.911 1.423  1.650
O 4.154 -1.582 -1.948  -0.548
H -2.729 4.076 -2.633  0.413
N -0.301 3.119 -0.864  -0.870
H -0.373 -0.656 5.079  0.408
N -2.447 -1.182 -0.920  -0.808
C 2.137 -1.463 -0.614  -0.076
O -3.870 -1.057 0.846  -0.812
H -0.697 1.233 2.263  0.411
H 3.534 -2.824 -0.071  0.378
H -1.337 0.852 0.670  0.459
H 1.708 -2.174 -1.327  0.193
H -2.260 -1.556 -1.831  0.413
H -2.693 3.079 -1.156  0.380
C -0.936 3.962 -1.729  0.769
N -2.294 3.740 -1.793  -0.869
H 0.691 3.199 -0.731  0.405
O -0.421 4.899 -2.321  -0.636
N -1.331 -0.478 4.858  -0.806
H 3.342 -1.680 1.050  0.345
N 2.827 -2.266 0.399  -0.832
H 0.398 0.670 3.572  0.410
H 2.690 -0.258 -2.346  0.165
N -0.490 0.767 3.124  -0.813
H 3.577 0.109 -0.847  0.153
H 0.639 0.104 -0.617  0.202
H -2.117 -0.283 -0.587  0.435
H 0.401 -1.213 0.625  0.223
C -1.567 0.138 3.672  0.815
H -0.826 2.363 -0.448  0.395
C 3.170 -0.703 -1.465  -0.068
H 1.523 0.086 0.828  0.197
H -2.107 -0.713 5.451  0.430
H 4.822 -0.245 -3.403  0.172
O -2.166 1.278 0.454  -1.222

The net charge is +1. As for the total energy: -2423.21565 a.u. Its multiplicity is 4. The value obtained for the HOMO energy (alpha / beta) is -11.499 / -11.499 eV. Its expectation value of S² is 3.756.

=====

Record 5
Below is a 5-piece molecular cluster, C7H24N8O5 overall in a non-equilibrium geometry, with properties calculated with ωB97M-V/def2-TZVPD.

Last column: natural (NBO) charge in e.
Cartesian coordinates (Å):
C 2.047 -4.246 1.543  -0.643
H 4.442 -3.181 0.690  0.219
N 0.989 2.270 -4.718  -0.855
O -3.850 5.463 0.075  -0.649
C 2.338 -3.677 0.134  0.086
N 0.042 -2.241 3.214  -0.818
H -2.602 -3.321 1.863  0.406
H -3.651 2.939 -0.244  0.415
C -0.852 -2.456 2.234  0.789
H 1.524 -3.054 -0.240  0.175
N -1.856 -3.328 2.543  -0.832
H 0.765 -0.471 -0.157  0.401
H 3.325 -1.777 0.514  0.196
H 2.548 -5.154 1.872  0.228
H -3.182 4.215 2.870  0.370
H 0.732 4.987 -3.177  0.394
H 2.190 -3.385 2.195  0.200
H -3.193 2.721 1.425  0.371
H 0.803 -1.604 3.069  0.413
H -2.275 1.155 -0.135  0.397
N 0.732 0.343 -0.747  -0.852
H 1.018 -4.629 1.598  0.200
H -0.018 -2.726 4.088  0.398
O -0.785 -1.912 1.119  -0.724
H 1.506 0.565 -1.344  0.406
O -0.484 2.010 -1.681  -0.719
C 0.957 3.625 -4.631  0.768
H -1.219 -0.174 0.476  0.426
H -3.293 5.911 2.573  0.414
O 1.428 4.343 -5.517  -0.680
N -3.441 4.972 2.264  -0.839
C 3.581 -2.784 0.164  -0.627
N 0.418 4.075 -3.463  -0.858
C -0.395 1.108 -0.845  0.791
H -2.200 -3.374 3.487  0.388
C -3.575 4.639 0.947  0.766
H 0.653 1.660 -3.995  0.394
H 1.146 1.890 -5.637  0.396
H 0.036 3.437 -2.782  0.426
N -3.420 3.318 0.651  -0.848
N -1.432 0.619 -0.107  -0.853
H 3.795 -2.564 -0.886  0.224
O 2.747 -4.822 -0.661  -0.715
H 1.963 -5.386 -0.643  0.460

The net charge is 0. As for the total energy: -1095.50063 a.u. The value obtained for the HOMO energy is -8.923 eV.